# 1
Entry from the OMol25 dataset: a cluster of 2 separate species, C18H23ClN3O4 in total at a distorted geometry (ωB97M-V with the def2-TZVPD basis set).

Geometry (Å):
C: -1.718 1.463 2.635
C: -1.750 0.149 1.601
Cl: -3.417 -0.677 1.691
C: -0.519 -0.824 2.075
C: -0.592 -2.359 1.425
C: 0.845 -3.075 1.865
N: 1.089 -4.410 1.197
C: -0.019 -4.704 0.168
C: -0.197 -3.436 -0.856
C: 1.172 -3.120 -1.764
C: 1.182 -1.818 -2.812
C: 2.596 -1.544 -3.638
C: 3.817 -2.602 -3.368
N: 3.820 -3.805 -2.468
C: 2.545 -4.012 -1.702
N: -0.521 -2.151 -0.097
H: -2.669 2.148 2.470
H: -1.670 1.139 3.763
H: -0.741 2.083 2.418
H: -1.604 0.607 0.520
H: -0.538 -0.953 3.238
H: 0.513 -0.304 1.789
H: -1.536 -2.959 1.767
H: 1.740 -2.341 1.590
H: 0.819 -3.118 3.047
H: 1.061 -5.127 1.977
H: -1.003 -5.028 0.723
H: 0.367 -5.670 -0.417
H: -1.087 -3.723 -1.596
H: 0.222 -1.130 -2.908
H: 2.648 -0.609 -4.361
H: 4.828 -2.389 -3.968
H: 2.515 -4.957 -0.972
H: -1.420 -1.788 -0.492
H: 0.214 -1.396 -0.230
C: 0.495 5.687 0.100
C: 0.386 4.377 -0.126
C: -0.903 3.772 -0.564
O: -0.967 2.567 -0.782
C: -2.065 4.661 -0.715
C: -1.957 5.971 -0.486
C: -0.662 6.579 -0.075
O: -0.588 7.790 0.111
O: -3.046 6.812 -0.623
O: 1.468 3.532 0.038
H: 1.426 6.141 0.416
H: -3.000 4.206 -1.016
H: -2.712 7.709 -0.404
H: 1.136 2.636 -0.187

Forces on atoms 1 to 6 (eV/Å):
C -0.13 -0.04 -0.28
C 1.33 1.90 0.96
Cl 1.64 0.50 -0.17
C -0.72 -0.69 -0.16
C 1.63 1.31 1.80
C -0.30 1.19 0.30

As for the net charge: +1. The maximum force comes out at 6.64 eV/Å. For the total energy, the calculation gives -44205.1559 eV. The energy above the lowest of the compared OMol25 structures with the same formula, charge and spin is 125.62 kcal per mole.

Need the Mulliken charges? In units of e they are:
1 C -0.9707
2 C 0.3297
3 Cl -0.1822
4 C -0.7446
5 C -0.4359
6 C -0.6598
7 N -0.2613
8 C -0.9114
9 C 0.2829
10 C 0.0440
11 C -0.2558
12 C -0.4141
13 C -0.1179
14 N -0.3993
15 C -0.2330
16 N -0.1612
17 H 0.3140
18 H 0.3466
19 H 0.2090
20 H 0.1174
21 H 0.3822
22 H 0.2740
23 H 0.2574
24 H 0.2732
25 H 0.3947
26 H 0.3333
27 H 0.3292
28 H 0.4094
29 H 0.3861
30 H 0.3090
31 H 0.3041
32 H 0.3004
33 H 0.2166
34 H 0.4719
35 H 0.4932
36 C -0.7923
37 C 0.3313
38 C 0.9465
39 O -0.6195
40 C -0.9959
41 C 0.4390
42 C 0.8565
43 O -0.5799
44 O -0.5520
45 O -0.5837
46 H 0.4260
47 H 0.4420
48 H 0.3575
49 H 0.2932


# 2
Entry from the OMol25 dataset: a cluster of 2 separate species, C5H14 in total at a distorted geometry (ωB97M-V with the def2-TZVPD basis set).

Geometry (Å):
C: 0.787 -0.228 -2.113
C: 0.744 0.492 -0.747
C: 1.716 1.689 -0.675
H: 0.770 0.569 -2.854
H: 1.653 -0.883 -2.135
H: -0.127 -0.819 -2.200
H: 1.076 -0.207 0.023
H: -0.292 0.783 -0.556
H: 2.489 1.498 -1.422
H: 2.125 1.786 0.328
H: 1.215 2.599 -1.003
C: -1.573 -0.352 2.208
C: -1.576 -1.538 1.262
H: -2.445 -0.334 2.854
H: -0.712 -0.279 2.878
H: -1.535 0.539 1.571
H: -2.568 -1.732 0.862
H: -1.168 -2.422 1.752
H: -0.971 -1.343 0.372

Forces on atoms 1 to 6 (eV/Å):
C -0.65 0.63 1.16
C 0.46 -0.20 -0.01
C -0.65 -0.51 -0.70
H 0.25 -0.40 -0.49
H 0.14 0.12 -0.51
H 0.16 -0.15 -0.28

Its SMILES is CCC.CC. The maximum force comes out at 1.47 eV/Å. For the total energy, the calculation gives -5411.7309 eV. The energy above the lowest of the compared OMol25 structures with the same formula, charge and spin is 7.35 kcal per mole.

Need the Mulliken charges? In units of e they are:
1 C -1.2483
2 C 0.0439
3 C -1.1964
4 H 0.3845
5 H 0.3103
6 H 0.3459
7 H 0.2153
8 H 0.1784
9 H 0.3044
10 H 0.3538
11 H 0.2979
12 C -0.7961
13 C -0.5566
14 H 0.3283
15 H 0.2625
16 H 0.1948
17 H 0.3088
18 H 0.2655
19 H 0.0031


# 3
Entry from the OMol25 dataset: a structure of composition C3H7I2NS at a distorted geometry (ωB97M-V with the def2-TZVPD basis set).

Geometry (Å):
C: -0.411 0.052 -1.958
C: 0.524 -0.386 1.226
C: -1.729 -0.036 0.262
N: -0.800 0.337 1.191
S: -1.318 1.427 2.412
I: -2.591 -2.036 0.149
I: -3.133 1.454 -0.451
H: -1.104 0.199 -2.794
H: -0.111 -0.937 -1.640
H: -0.067 0.802 -1.373
H: 0.472 -1.329 0.579
H: 1.314 0.328 0.872
H: 0.720 -0.604 2.238
H: -1.638 2.469 1.504

Forces on atoms 1 to 6 (eV/Å):
C -1.59 -2.47 -0.64
C -0.63 0.93 -1.72
C 0.08 0.14 -1.38
N -0.61 -0.79 -0.81
S 0.28 0.89 -0.60
I 0.25 0.37 0.33

The maximum force comes out at 3.00 eV/Å. For the total energy, the calculation gives -31746.1803 eV. The energy above the lowest of the compared OMol25 structures with the same formula, charge and spin is 90.43 kcal per mole.

Need the Mulliken charges? In units of e they are:
1 C -0.8577
2 C -0.7507
3 C -0.5118
4 N 0.1195
5 S -0.1193
6 I 0.0633
7 I 0.1004
8 H 0.3291
9 H 0.2419
10 H 0.4000
11 H 0.2732
12 H 0.2675
13 H 0.3413
14 H 0.1034


# 4
Entry from the OMol25 dataset: a structure of composition C50H37IrN5O2 (ωB97M-V with the def2-TZVPD basis set).

Geometry (Å):
Ir: 0.421 0.538 -0.417
C: 1.993 2.198 6.898
C: 0.732 1.731 6.553
C: 0.429 1.452 5.229
C: 1.388 1.634 4.234
C: 2.655 2.090 4.589
C: 2.954 2.376 5.912
C: 1.082 1.309 2.814
C: 1.803 0.242 2.255
C: 2.644 -0.658 2.989
C: 2.941 -1.688 2.154
C: 2.307 -1.406 0.900
N: 1.649 -0.237 0.987
C: 2.270 -2.283 -0.235
C: 1.749 -1.967 -1.463
C: 1.853 -2.745 -2.677
C: 1.384 -1.969 -3.677
C: 0.978 -0.713 -3.083
C: 0.454 0.450 -3.766
C: 1.032 0.911 -5.020
C: 0.645 2.143 -5.579
C: 1.235 2.627 -6.730
C: 2.244 1.908 -7.357
C: 2.676 0.713 -6.798
C: 2.092 0.228 -5.644
C: -0.638 1.150 -3.170
N: -0.788 1.289 -1.849
C: -1.961 1.965 -1.625
C: -2.355 2.480 -0.407
C: -3.718 3.073 -0.340
C: -3.933 4.432 -0.129
C: -5.225 4.933 -0.064
C: -6.312 4.081 -0.201
C: -6.104 2.726 -0.418
C: -4.813 2.225 -0.494
C: -1.557 2.489 0.773
C: -1.830 3.239 1.966
C: -0.827 2.968 2.838
C: 0.028 2.003 2.204
N: -0.425 1.780 0.938
C: -2.607 2.203 -2.896
C: -1.776 1.735 -3.851
N: 1.174 -0.749 -1.778
C: 2.827 -3.652 -0.069
C: 1.980 -4.749 -0.225
C: 2.466 -6.040 -0.077
C: 3.803 -6.250 0.226
C: 4.653 -5.163 0.380
C: 4.168 -3.872 0.236
H: 2.227 2.420 7.931
H: -0.020 1.579 7.317
H: -0.546 1.064 4.962
H: 3.400 2.238 3.817
H: 3.941 2.733 6.174
H: 2.929 -0.554 4.021
H: 3.522 -2.561 2.390
H: 2.254 -3.740 -2.761
H: 1.272 -2.240 -4.714
H: -0.096 2.750 -5.081
H: 0.923 3.583 -7.130
H: 2.716 2.295 -8.250
H: 3.490 0.165 -7.253
H: 2.488 -0.670 -5.199
H: -3.086 5.100 -0.039
H: -5.382 5.993 0.091
H: -7.319 4.473 -0.142
H: -6.947 2.057 -0.526
H: -4.641 1.167 -0.658
H: -2.666 3.900 2.114
H: -0.682 3.387 3.819
H: -3.555 2.698 -3.032
H: -1.940 1.724 -4.916
H: 0.933 -4.578 -0.440
H: 1.796 -6.881 -0.198
H: 4.183 -7.256 0.342
H: 5.699 -5.320 0.608
H: 4.841 -3.029 0.324
O: 2.948 1.420 -2.275
N: 2.783 2.334 -1.496
O: 1.820 2.192 -0.645
C: -3.697 -2.771 1.104
C: -2.251 -2.649 1.592
C: -1.552 -4.010 1.506
C: -2.233 -2.157 3.049
C: -1.512 -1.666 0.775
C: -0.888 -0.827 0.163
H: -4.253 -3.471 1.734
H: -3.725 -3.132 0.074
H: -4.194 -1.800 1.138
H: -2.060 -4.741 2.142
H: -0.513 -3.927 1.831
H: -1.561 -4.381 0.479
H: -2.743 -2.869 3.704
H: -2.733 -1.189 3.125
H: -1.204 -2.036 3.391

Forces on atoms 1 to 6 (eV/Å):
Ir 0.49 0.53 0.16
C 0.00 0.00 -0.02
C 0.00 0.00 -0.01
C 0.03 -0.06 -0.02
C 0.03 0.02 0.06
C -0.01 0.08 -0.07

The maximum force comes out at 0.74 eV/Å. For the total energy, the calculation gives -66832.7389 eV. As for the spin multiplicity: 2.

Need the Mulliken charges? In units of e they are:
1 Ir -0.0217
2 C -0.4247
3 C -0.8867
4 C -0.2779
5 C -0.7098
6 C -0.0722
7 C -0.8042
8 C 2.1601
9 C 0.1634
10 C -1.6054
11 C -1.6623
12 C 0.8885
13 N 0.7776
14 C 1.0402
15 C 0.2770
16 C -0.9486
17 C -1.6926
18 C 0.3260
19 C -0.0190
20 C 1.2876
21 C -0.5413
22 C -1.0810
23 C -0.3787
24 C -1.1166
25 C -0.4120
26 C 0.2005
27 N 0.4817
28 C 0.5479
29 C 1.1441
30 C -0.5817
31 C -0.0920
32 C -0.8993
33 C -0.3634
34 C -0.9029
35 C -0.0400
36 C 0.9765
37 C -1.3724
38 C -1.6942
39 C 0.2003
40 N 0.1999
41 C -1.2313
42 C -1.7979
43 N 0.4260
44 C -0.0349
45 C -0.1860
46 C -0.9894
47 C -0.4137
48 C -0.8354
49 C -0.2909
50 H 0.3922
51 H 0.3971
52 H 0.5986
53 H 0.5036
54 H 0.3971
55 H 0.4903
56 H 0.5146
57 H 0.6638
58 H 0.8712
59 H 0.5624
60 H 0.3910
61 H 0.3870
62 H 0.4025
63 H 0.5957
64 H 0.5806
65 H 0.3788
66 H 0.3986
67 H 0.3998
68 H 0.5588
69 H 0.5762
70 H 0.6542
71 H 0.5685
72 H 0.8113
73 H 0.6758
74 H 0.4105
75 H 0.3971
76 H 0.3963
77 H 0.5604
78 O -0.3077
79 N -0.0098
80 O -0.2002
81 C -1.7744
82 C 2.0056
83 C -1.7005
84 C -1.6564
85 C -0.6289
86 C -0.2053
87 H 0.3970
88 H 0.3628
89 H 0.3146
90 H 0.4544
91 H 0.2664
92 H 0.3228
93 H 0.4387
94 H 0.3620
95 H 0.3080